[1]
# C24H33As3CoO16PS3

A molecular structure, C24H33As3CoO16PS3 in a non-equilibrium geometry (ωB97M-V/def2-TZVPD, the Open Molecules 2025 dataset).

```
81
Properties=species:S:1:pos:R:3:forces:R:3
Co -1.09945 0.76120 1.09094 -0.32 0.27 0.97
O -0.64704 3.28971 3.74418 -0.09 0.04 0.07
As -0.51364 1.57716 4.17896 0.15 0.12 -0.08
O -1.05654 1.29344 5.68492 -0.08 0.02 0.02
O -1.26485 0.74002 2.94267 0.07 -0.31 0.21
C 1.41457 1.32088 4.23399 -0.01 0.01 0.16
C 1.94644 1.40038 5.51721 0.01 -0.04 0.01
C 3.30637 1.21994 5.73578 -0.05 0.01 0.01
C 4.14703 0.94226 4.67164 0.00 0.00 -0.05
C 3.62702 0.84859 3.38789 0.10 -0.03 0.04
C 2.27098 1.03539 3.17673 -0.07 0.02 -0.10
S 1.66814 0.92962 1.50890 -0.23 0.18 -0.15
O 2.83797 0.93228 0.66381 0.07 -0.15 0.12
O 0.76174 2.08322 1.35089 0.14 0.10 -0.23
O 0.83336 -0.28191 1.39657 -0.11 0.02 -0.26
H -1.43894 3.37925 3.19670 0.06 -0.02 -0.03
H 1.26690 1.58470 6.33982 0.00 0.01 0.00
H 3.70368 1.29102 6.74076 0.00 0.00 0.00
H 5.20766 0.79691 4.83442 0.00 0.00 0.00
H 4.26307 0.63778 2.53955 -0.01 0.00 0.00
C -7.08455 0.85407 1.72954 -0.03 0.00 -0.01
C -5.99034 0.58790 2.74316 0.02 0.02 0.06
O -5.04418 -0.38846 2.29239 0.00 0.07 -0.01
P -3.94577 -0.05151 1.16424 -0.12 -0.07 -0.24
S -2.51124 -1.37880 1.29733 0.11 -0.16 -0.16
S -3.38172 1.84913 1.16461 0.23 0.05 -0.14
O -4.77263 -0.23627 -0.21855 -0.07 0.02 0.08
C -5.27790 -1.53924 -0.54866 0.01 0.01 0.01
C -4.56830 -2.06619 -1.77513 0.00 -0.03 -0.03
H -7.80641 1.55792 2.14908 0.00 0.00 0.01
H -7.61112 -0.06740 1.47534 0.01 -0.01 0.00
H -6.67611 1.28323 0.81540 0.02 0.01 0.00
H -6.40380 0.17318 3.66300 0.01 0.00 -0.02
H -5.45536 1.50710 2.99259 0.00 -0.02 -0.02
H -6.35050 -1.42261 -0.72394 0.01 0.00 -0.01
H -5.14456 -2.22146 0.29392 0.00 0.00 0.00
H -4.64825 -1.35439 -2.59800 0.00 0.01 0.00
H -5.00932 -3.01341 -2.09295 -0.01 -0.01 0.01
H -3.51485 -2.23573 -1.55356 0.02 0.02 0.01
C -0.11762 -4.79462 0.16985 -0.01 0.05 0.00
O 0.61481 -3.72177 -0.43950 0.01 -0.09 0.00
C 0.17730 -3.31486 -1.62649 -0.01 0.03 0.01
O -0.76566 -3.77273 -2.22357 0.01 -0.01 -0.01
C 0.87339 -2.05514 -2.05286 0.05 0.07 -0.16
C 2.06602 -2.01539 -2.64336 0.08 -0.01 0.14
As 3.03404 -0.43351 -3.30294 -0.09 0.04 0.14
C 4.46859 -0.44664 -1.95273 0.00 -0.05 -0.02
C 2.02159 1.01811 -2.43487 0.04 -0.01 0.12
C 0.77508 0.96791 -1.97028 -0.21 0.13 -0.08
As -0.35239 -0.59532 -1.61097 0.13 -0.16 -0.18
C -1.30665 -0.60194 -3.33154 -0.04 -0.01 -0.02
C -0.06514 2.12044 -1.52747 0.23 -0.33 -0.07
O -1.06692 1.92884 -0.85324 0.15 0.03 0.11
O 0.24198 3.30934 -2.00001 0.02 0.13 -0.02
C -0.54089 4.38588 -1.44521 0.05 -0.03 -0.04
C 2.93752 2.21244 -2.40211 -0.09 -0.24 0.02
O 3.74318 2.42153 -3.28170 -0.02 0.12 -0.12
O 2.87759 2.89044 -1.27133 -0.08 0.18 -0.03
C 3.84955 3.92502 -1.11363 -0.04 -0.04 0.01
C 2.71859 -3.32379 -2.95943 -0.23 0.03 -0.29
O 2.24064 -4.41361 -2.77578 0.09 -0.05 0.15
O 3.89850 -3.15171 -3.58803 0.09 0.02 0.06
C 4.54477 -4.35597 -4.00716 -0.01 0.02 0.03
H 0.58446 -5.29994 0.82671 -0.01 0.02 0.02
H -0.49903 -5.47403 -0.58832 0.02 -0.01 0.01
H -0.94238 -4.37567 0.74600 -0.01 -0.02 -0.02
H 4.94942 -1.42027 -1.99225 0.05 -0.02 0.00
H 4.05715 -0.26573 -0.96076 -0.02 0.00 -0.02
H 5.19331 0.32389 -2.20995 -0.02 0.00 -0.01
H -0.62976 -0.39805 -4.15995 0.00 -0.01 0.01
H -2.08822 0.15654 -3.28459 0.01 0.00 0.01
H -1.76381 -1.58222 -3.45473 0.00 0.00 0.01
H -0.13329 5.29081 -1.88524 -0.01 0.00 0.01
H -0.42829 4.38802 -0.36232 -0.02 0.02 -0.01
H -1.58994 4.25912 -1.70588 0.01 0.02 0.02
H 3.70328 4.30471 -0.10701 -0.01 0.00 -0.01
H 3.69404 4.70977 -1.85417 0.01 0.00 0.01
H 4.85353 3.51775 -1.22835 -0.01 0.02 0.00
H 5.42567 -4.04081 -4.55878 0.00 0.00 0.01
H 3.88113 -4.94208 -4.64082 0.01 0.01 0.00
H 4.82738 -4.95370 -3.14140 0.00 -0.01 -0.01
```
Positions in Å, forces in eV/Å.

F_max in eV Å⁻¹: 1.06
Frontier orbital gap (alpha / beta) in eV: 7.034 / 7.402
Charge: -1
Spin multiplicity: 2

***

[2]
# C25H45LuNP2S

A molecular structure, C25H45LuNP2S in a non-equilibrium geometry (ωB97M-V/def2-TZVPD, the Open Molecules 2025 dataset).

```
75
Properties=species:S:1:pos:R:3:forces:R:3
Lu 0.19230 0.26786 -0.03590 -0.44 1.58 1.61
C 2.26304 -0.24339 -0.99338 0.67 0.83 -1.78
C 1.18441 -1.02701 -1.57045 -0.88 1.15 -0.79
C 0.96862 1.17224 -2.34262 0.13 -0.03 -0.81
C 2.15759 1.10785 -1.51591 1.97 -2.29 -0.71
C 0.33412 -0.07425 -2.37428 2.28 -1.61 -0.67
C 3.50181 -0.86186 -0.35037 0.09 0.09 0.24
H 3.28555 -1.74188 0.28379 -0.12 0.35 -0.31
H 4.08114 -0.16482 0.28725 -0.44 -0.22 -0.41
H 4.20063 -1.21020 -1.12992 -0.28 0.11 0.18
C 3.35222 2.06092 -1.53692 0.15 1.78 0.03
H 4.16070 1.84129 -0.80178 -0.42 -0.46 -1.06
H 3.05247 3.13430 -1.19281 1.77 -2.88 -1.26
H 3.68649 2.28706 -2.57633 0.20 -0.84 0.66
C 0.54475 2.39571 -3.15035 0.58 0.49 -0.20
H 0.92758 2.28425 -4.17379 -0.23 -0.12 0.03
H 0.97127 3.36343 -2.78243 -0.29 -1.12 -0.33
H -0.54096 2.56913 -3.21264 0.33 -0.36 0.07
C -0.57518 -0.44934 -3.51778 -0.25 0.20 -0.35
H 0.07467 -0.66404 -4.38233 -0.22 -0.03 0.23
H -1.21305 0.39395 -3.83142 0.29 -0.28 0.18
H -1.23344 -1.31315 -3.39323 0.18 0.02 0.33
C 1.36785 -2.46658 -1.83129 0.41 -0.37 -0.43
H 2.19422 -2.52661 -2.54859 -0.05 -0.45 -0.06
H 0.50087 -2.93620 -2.27869 -0.18 -0.12 0.00
H 1.67447 -3.02578 -0.94699 -0.10 -0.10 0.02
C -1.28449 -1.87253 2.03926 2.93 -2.75 -1.22
C -0.23673 -2.66011 1.51782 -3.31 1.65 1.85
C -0.37361 -4.15036 1.40023 0.51 -0.23 -0.04
C -1.31055 -4.58219 0.21796 -0.30 0.39 -0.16
C -1.96455 -3.41415 -0.53162 -0.50 -0.93 0.24
C -2.97043 -2.71815 0.00951 -0.50 -0.59 -0.13
C -3.50077 -2.98810 1.40888 0.16 -0.07 -0.40
C -2.55094 -2.48381 2.54766 -0.53 0.31 0.27
H -0.75236 -4.59342 2.33513 0.11 0.29 -0.26
H -2.11204 -5.19609 0.65424 0.14 0.16 -0.19
H 0.63158 -4.57731 1.24640 -0.41 0.10 0.05
H -2.35121 -3.31935 3.23477 0.11 0.30 -0.21
H -1.27337 -0.79960 2.05321 0.43 0.73 0.11
H 0.67697 -2.26628 1.12775 0.59 0.66 -0.16
H -3.08097 -1.71911 3.13596 0.14 -0.30 -0.10
H -4.50046 -2.55023 1.50651 0.27 -0.01 0.07
H -3.57885 -2.04984 -0.60086 0.39 0.12 -0.01
H -3.63309 -4.07198 1.53750 0.01 0.25 -0.09
H -0.78274 -5.24551 -0.47825 -0.01 0.35 0.14
H -1.71253 -3.30677 -1.58277 0.03 0.24 0.12
P 1.60374 1.29125 2.12502 -0.56 -0.67 -2.04
C 3.04613 2.30428 1.80998 0.63 0.81 0.34
H 3.36017 2.58560 2.81432 0.45 0.12 0.11
H 2.87565 3.22807 1.23552 -0.04 -0.61 0.49
H 3.85211 1.74340 1.33662 -0.13 -0.08 0.10
C 0.64831 2.24825 3.28405 -0.24 0.45 0.71
H 1.37913 2.51894 4.04923 -0.31 0.25 0.31
H -0.15135 1.65781 3.74330 0.16 0.02 -0.04
H 0.21423 3.16255 2.85690 0.28 -0.31 -0.06
C 2.32904 -0.01019 3.07948 0.50 -0.32 1.13
H 1.57328 -0.61866 3.57763 0.04 -0.02 0.01
H 2.91880 0.52689 3.82263 0.25 -0.51 0.41
H 2.98899 -0.65864 2.49329 -0.17 0.23 0.02
P -2.14180 1.66907 -0.24706 2.42 -0.23 -0.48
C -2.94659 1.27771 -1.79190 -1.27 -0.74 -0.51
H -3.99268 1.41440 -1.52988 -0.52 -0.09 -0.62
H -2.79358 0.29137 -2.24348 -0.08 0.14 0.49
H -2.67194 2.02931 -2.54543 -0.04 -0.18 0.40
C -3.12607 1.63788 1.22837 -1.26 -0.08 0.47
H -3.70214 0.72154 1.30656 -0.14 -0.14 0.23
H -3.79833 2.48616 1.09582 -0.39 -0.15 0.45
H -2.55141 1.80266 2.15726 0.00 -0.14 -0.59
C -2.20022 3.41144 -0.52444 0.30 1.29 0.06
H -3.25816 3.56001 -0.73140 -0.18 0.46 -0.07
H -1.61110 3.74417 -1.38223 0.01 -0.08 0.28
H -1.92604 3.97278 0.36901 0.10 0.07 -0.15
S 1.10320 2.81608 -0.38222 -2.40 5.62 3.01
C 2.03446 4.25329 -0.84152 -2.10 1.29 0.99
N 2.49117 5.32457 -1.04553 -0.75 -2.34 0.29
```
Positions in Å, forces in eV/Å.

F_max in eV Å⁻¹: 6.81
Frontier orbital gap in eV: 6.498
Charge: +1
Spin multiplicity: 1

***

[3]
# C6H14OS

2 unconnected molecules or ions with the total composition C6H14OS (ωB97M-V/def2-TZVPD, the Open Molecules 2025 dataset).

```
22
Properties=species:S:1:pos:R:3:forces:R:3
C 1.74092 0.08145 1.66222 -0.03 -0.16 0.21
C 1.25995 1.48597 1.48344 0.26 -0.09 0.12
C 1.41475 2.17477 0.36851 0.03 0.00 -0.14
O 1.03009 3.48843 0.26080 -0.06 0.03 -0.13
H 0.96334 -0.51796 2.14213 0.02 -0.09 -0.12
H 2.03538 -0.41304 0.73499 -0.11 0.13 -0.07
H 2.60444 0.03956 2.32560 0.09 0.05 0.10
H 0.82421 1.96785 2.34968 -0.16 0.09 -0.03
H 1.92160 1.73533 -0.48974 -0.16 0.10 -0.07
H 0.80061 3.68993 -0.65358 0.13 -0.06 0.14
C -1.67986 0.65534 -1.82164 -0.13 0.04 -0.09
C -0.77244 -0.44970 -1.28465 -0.01 0.39 0.02
C -1.56890 -1.63023 -0.76131 0.08 -0.21 0.32
S -0.48820 -2.73246 0.23005 0.02 0.08 -0.17
H -1.10574 1.45401 -2.29325 0.06 -0.03 0.01
H -2.26230 1.10868 -1.01893 0.01 -0.02 0.08
H -2.39698 0.29347 -2.56378 0.10 -0.10 0.00
H -0.07386 -0.78094 -2.05379 -0.02 -0.11 -0.05
H -0.16037 -0.01708 -0.48687 -0.06 -0.13 0.03
H -1.99323 -2.20729 -1.57746 -0.03 -0.02 -0.09
H -2.38469 -1.30351 -0.11549 0.01 0.10 -0.08
H -1.10595 -3.88413 -0.05410 -0.04 -0.01 0.02
```
Positions in Å, forces in eV/Å.

F_max in eV Å⁻¹: 0.39
SMILES: C/C=C/O.CCCS
Frontier orbital gap in eV: 9.523
Spin multiplicity: 1